{
  "formula": "C16H12Cl2N2O3",
  "method": "ωB97M-V/def2-TZVPD",
  "relative_energy_ev": 0.3140,
  "multiplicity": 1,
  "total_charge": 0,
  "molar_mass_g_mol": 351.19,
  "energy_ev": -50952.467,
  "smiles": "COc1ccccc1-c1nc(COc2ccc(Cl)cc2Cl)no1",
  "species": ["C", "O", "C", "C", "C", "C", "C", "C", "C", "N", "C", "C", "O", "C", "C", "C", "C", "Cl", "C", "C", "Cl", "N", "O", "H", "H", "H", "H", "H", "H", "H", "H", "H", "H", "H", "H"],
  "positions_angstrom": [[-1.8534, -0.9740, 1.2551], [-2.2907, 0.1618, 0.5436], [-1.7263, 1.3745, 0.7061], [-2.5642, 2.4333, 0.3265], [-2.2032, 3.7470, 0.5070], [-0.9831, 4.0556, 1.0987], [-0.1277, 3.0373, 1.4424], [-0.4577, 1.6886, 1.2271], [0.6151, 0.7479, 1.4552], [0.8547, -0.3770, 0.8331], [2.0615, -0.7591, 1.3217], [2.7550, -2.0020, 0.8820], [1.9892, -2.7843, -0.0075], [1.3300, -2.2262, -1.0585], [0.1658, -2.9041, -1.4326], [-0.6250, -2.4877, -2.4812], [-0.2610, -1.3515, -3.1862], [-1.2439, -0.7840, -4.4837], [0.8951, -0.6681, -2.8582], [1.6946, -1.1088, -1.8140], [3.1385, -0.1945, -1.5232], [2.5447, 0.0743, 2.1998], [1.6155, 1.0625, 2.2948], [-1.5962, -0.7199, 2.2874], [-2.6999, -1.6606, 1.2492], [-0.9928, -1.4415, 0.7714], [-3.5193, 2.1707, -0.1005], [-2.8759, 4.5354, 0.2056], [-0.7010, 5.0823, 1.2701], [0.8398, 3.2599, 1.8658], [2.9189, -2.6482, 1.7509], [3.7365, -1.7430, 0.4663], [-0.1001, -3.7771, -0.8578], [-1.5211, -3.0276, -2.7406], [1.1875, 0.2077, -3.4157]]
}

=====

{
  "formula": "C26H53BF5O11P2S",
  "method": "ωB97M-V/def2-TZVPD",
  "multiplicity": 1,
  "total_charge": -1,
  "molar_mass_g_mol": 741.52,
  "energy_ev": -94025.252,
  "species": ["C", "C", "B", "C", "C", "C", "O", "C", "C", "C", "C", "C", "C", "C", "S", "O", "O", "C", "F", "F", "C", "F", "F", "F", "H", "H", "H", "H", "H", "H", "H", "H", "H", "H", "H", "H", "H", "H", "H", "H", "H", "H", "H", "H", "H", "H", "H", "O", "P", "O", "C", "C", "O", "C", "C", "O", "C", "C", "H", "H", "H", "H", "H", "H", "H", "H", "H", "H", "H", "H", "H", "H", "H", "O", "P", "O", "C", "C", "O", "C", "C", "O", "C", "C", "H", "H", "H", "H", "H", "H", "H", "H", "H", "H", "H", "H", "H", "H", "H"],
  "positions_angstrom": [[-1.7976, -2.7750, 1.1433], [-1.5211, -1.9970, 0.2511], [-1.1469, -1.1597, -1.0438], [0.4763, -1.3021, -1.2289], [0.8724, -2.7178, -1.6993], [2.2191, -3.0749, -1.0935], [2.6502, -4.4061, -1.4356], [-1.9426, -1.7362, -2.3543], [-3.4059, -1.3014, -2.5407], [-4.3471, -1.7415, -1.4101], [-5.7161, -2.2511, -1.9420], [-6.2926, -3.4047, -1.0851], [-7.1629, -2.8140, 0.0423], [-7.2211, -3.7768, 1.2383], [-1.5457, 0.6857, -0.5874], [-2.8160, 0.8754, 0.0979], [-0.4603, 1.1926, 0.2406], [-1.4993, 1.8436, -2.0963], [-1.4206, 1.1996, -3.2690], [-0.3830, 2.5994, -1.9912], [-2.6488, 2.8681, -2.1113], [-3.8381, 2.2844, -2.1965], [-2.6380, 3.5985, -1.0155], [-2.5438, 3.6639, -3.1814], [-2.0752, -3.4208, 1.9405], [0.9447, -1.1239, -0.2583], [0.7969, -0.5350, -1.9422], [0.9622, -2.7046, -2.7886], [0.1119, -3.4464, -1.4130], [2.9768, -2.3596, -1.4155], [2.1181, -2.9867, -0.0076], [2.3615, -4.9490, -0.6986], [-1.3619, -1.4635, -3.2438], [-1.9004, -2.8282, -2.2969], [-3.4476, -0.2272, -2.7283], [-3.7660, -1.7743, -3.4632], [-4.5851, -0.8635, -0.8100], [-3.9208, -2.5238, -0.7869], [-6.4318, -1.4268, -1.8492], [-5.6809, -2.4992, -3.0048], [-5.4669, -3.9659, -0.6491], [-6.9338, -4.0061, -1.7326], [-6.7499, -1.8542, 0.3550], [-8.1773, -2.6509, -0.3298], [-7.6125, -3.2883, 2.1318], [-7.8246, -4.6571, 1.0124], [-6.1998, -4.1014, 1.4439], [-1.1526, 10.8737, 1.1966], [-1.4867, 9.6167, 0.5050], [-0.3498, 9.3068, -0.5947], [1.0103, 9.1616, -0.1733], [1.2416, 7.8760, 0.5982], [-2.7028, 10.0527, -0.4944], [-3.5423, 11.1629, -0.1871], [-3.2061, 12.3411, -1.0772], [-2.0309, 8.1751, 0.8256], [-2.8550, 7.3694, -0.0415], [-2.1156, 6.7886, -1.2210], [1.3060, 10.0299, 0.4214], [1.6123, 9.1650, -1.0813], [0.6866, 7.8755, 1.5393], [2.3008, 7.7538, 0.8262], [0.9036, 7.0134, 0.0251], [-3.4590, 11.4363, 0.8644], [-4.5726, 10.8430, -0.3618], [-2.1395, 12.5609, -1.0445], [-3.7583, 13.2309, -0.7692], [-3.4618, 12.1175, -2.1141], [-3.7444, 7.9111, -0.3535], [-3.2065, 6.5538, 0.5909], [-1.8957, 7.5486, -1.9708], [-2.7279, 6.0225, -1.6929], [-1.1738, 6.3379, -0.9113], [6.0050, -4.2062, 1.7939], [6.5591, -5.5518, 2.0014], [5.5698, -6.6395, 1.3469], [5.2693, -6.5616, -0.0557], [6.4568, -6.9498, -0.9156], [6.2617, -5.8413, 3.5797], [6.1267, -4.7629, 4.5079], [4.6753, -4.5782, 4.8955], [7.9493, -6.3200, 1.9560], [8.3124, -7.4190, 2.7998], [7.6129, -8.7133, 2.4527], [4.9214, -5.5577, -0.3081], [4.4434, -7.2490, -0.2338], [7.2801, -6.2417, -0.7936], [6.1730, -6.9668, -1.9677], [6.8346, -7.9337, -0.6349], [6.5374, -3.8415, 4.0968], [6.7211, -5.0228, 5.3877], [4.0441, -4.4914, 4.0121], [4.5475, -3.6836, 5.5066], [4.3227, -5.4394, 5.4656], [8.1851, -7.1677, 3.8499], [9.3858, -7.5442, 2.6462], [6.5662, -8.6952, 2.7527], [8.0988, -9.5382, 2.9763], [7.6527, -8.9048, 1.3810]]
}

=====

{
  "formula": "C41H41BrEuIN6O4SSi",
  "method": "ωB97M-V/def2-TZVPD",
  "relative_energy_ev": 0.0000,
  "multiplicity": 7,
  "total_charge": 0,
  "s_squared": 12.01,
  "molar_mass_g_mol": 1100.74,
  "energy_ev": -176499.773,
  "species": ["Eu", "C", "C", "N", "C", "C", "C", "O", "C", "C", "N", "C", "C", "C", "C", "C", "C", "I", "C", "O", "H", "H", "H", "H", "H", "H", "H", "H", "H", "H", "H", "H", "C", "C", "C", "C", "C", "C", "N", "N", "Si", "C", "C", "C", "H", "H", "H", "H", "H", "H", "H", "H", "H", "H", "H", "H", "H", "H", "H", "O", "C", "C", "C", "N", "C", "Br", "C", "H", "H", "H", "H", "N", "C", "O", "S", "C", "C", "C", "C", "C", "C", "C", "C", "C", "C", "C", "C", "H", "H", "H", "H", "H", "H", "H", "H", "H", "H"],
  "positions_angstrom": [[-0.1381, -0.2184, -0.3544], [-1.4231, -2.2738, -4.3507], [-2.0088, -0.9359, -4.0058], [-3.1634, -0.7071, -4.5650], [-3.7851, 0.4411, -4.3602], [-3.3018, 1.4382, -3.6001], [-4.1426, 2.7058, -3.3734], [-4.3843, 3.0065, -2.0205], [-2.0825, 1.2418, -2.9828], [-1.4957, 2.3340, -2.2252], [-0.5138, 2.1782, -1.4130], [0.1044, 3.4566, -1.0813], [0.6071, 4.1936, -2.1479], [1.3544, 5.2863, -1.8668], [1.6664, 5.6809, -0.5748], [1.0537, 4.9949, 0.4993], [0.3284, 3.8742, 0.2175], [-0.6014, 2.9861, 1.7658], [-1.4154, 0.0124, -3.1172], [-0.3538, -0.3630, -2.4630], [-1.7105, -2.5712, -5.3494], [-1.7395, -3.0433, -3.5500], [-0.3224, -2.2768, -4.1962], [-4.7845, 0.6113, -4.8291], [-5.0987, 2.5308, -3.9245], [-3.7594, 3.5918, -3.8311], [-4.2589, 2.2116, -1.4792], [-1.8590, 3.3730, -2.4282], [0.5766, 3.9693, -3.2263], [1.7811, 5.8993, -2.6745], [2.3640, 6.4747, -0.4174], [1.3947, 5.2633, 1.5266], [1.6494, -3.2618, 2.0397], [2.4398, -2.0381, 1.7293], [3.6715, -1.9209, 2.3092], [4.4749, -0.8699, 1.9471], [4.1327, 0.0191, 0.9795], [2.8053, -0.1267, 0.3858], [1.9867, -1.1171, 0.8756], [2.2372, 0.5323, -0.6438], [3.2646, 1.2858, -1.8122], [4.7580, 0.1936, -2.2136], [2.2765, 1.3802, -3.3984], [3.9792, 2.9429, -1.3870], [1.7838, -4.0391, 1.3048], [0.5683, -3.0935, 2.2069], [2.0309, -3.6898, 2.9721], [3.9647, -2.7002, 2.9888], [5.3568, -0.7432, 2.4817], [4.8046, 0.8401, 0.6379], [5.4160, 0.0695, -1.3583], [5.2880, 0.5907, -3.1538], [4.4187, -0.8449, -2.4524], [2.3300, 0.4363, -3.8891], [2.6922, 2.1343, -4.1237], [1.2475, 1.5158, -3.2809], [4.2860, 3.0034, -0.3204], [3.2199, 3.7163, -1.5860], [4.8527, 3.1218, -2.0448], [1.1637, -6.4600, -2.6060], [0.9037, -5.2308, -2.1238], [1.7554, -4.1231, -2.2030], [1.3518, -2.9881, -1.6152], [0.2032, -2.8734, -0.9214], [-0.6249, -3.8975, -0.8862], [-2.3048, -3.6143, -0.0335], [-0.3276, -5.0869, -1.4773], [2.1128, -6.4795, -2.9604], [2.6814, -4.0732, -2.7671], [1.8973, -2.0375, -1.6122], [-1.0771, -5.8868, -1.4065], [-3.7541, 0.5522, -0.4414], [-2.7411, 0.0245, -0.2219], [-0.5987, -0.5164, 2.0841], [-1.4256, -1.4045, 3.0058], [-2.9924, -0.6316, 3.0675], [-4.0852, -1.4947, 2.7409], [-5.3484, -0.9971, 2.8759], [-5.5265, 0.3429, 3.2952], [-4.4457, 1.1636, 3.6145], [-3.1452, 0.6650, 3.4864], [-0.7355, -0.9890, 4.6104], [0.5790, -0.5011, 4.6031], [1.2637, -0.2692, 5.7851], [0.6450, -0.5003, 7.0258], [-0.6734, -0.9382, 7.0227], [-1.3535, -1.1504, 5.8510], [-3.8036, -2.5127, 2.5021], [-6.2293, -1.5200, 2.6092], [-6.5394, 0.6849, 3.3653], [-4.5777, 2.1555, 3.9845], [-2.2661, 1.3027, 3.7222], [1.1439, -0.3026, 3.6874], [2.2991, 0.0511, 5.6565], [1.1216, -0.3676, 7.9344], [-0.9889, -1.2854, 7.9418], [-2.3807, -1.5133, 6.0089]]
}

=====

{
  "formula": "C17H34AsIrN5O9P2S",
  "method": "ωB97M-V/def2-TZVPD",
  "relative_energy_ev": 0.0000,
  "multiplicity": 5,
  "total_charge": 1,
  "s_squared": 6.01,
  "molar_mass_g_mol": 813.64,
  "energy_ev": -137146.967,
  "species": ["Ir", "N", "C", "C", "P", "O", "O", "O", "P", "O", "O", "O", "H", "H", "H", "H", "H", "H", "H", "H", "C", "As", "C", "C", "H", "H", "H", "H", "H", "H", "H", "H", "H", "O", "C", "N", "S", "O", "O", "C", "C", "C", "C", "C", "C", "H", "H", "H", "H", "C", "N", "C", "C", "N", "N", "C", "C", "H", "H", "H", "H", "H", "H", "H", "H", "H", "H", "H", "H", "H"],
  "positions_angstrom": [[-0.0711, 0.1743, -0.3065], [-4.9469, -0.7008, -1.9866], [-3.6275, -0.8751, -1.2683], [-3.8291, -1.9137, -0.1683], [-3.3133, 0.7802, -0.5097], [-2.9118, 1.5921, -1.8305], [-4.6099, 1.1619, 0.0704], [-2.0766, 0.6317, 0.3657], [-2.3396, -1.4248, -2.4755], [-2.6948, -0.5245, -3.7522], [-2.4609, -2.8553, -2.7687], [-1.0430, -0.9190, -1.8505], [-5.5124, -0.0489, -1.4171], [-5.4349, -1.5926, -2.0824], [-4.7941, -0.3073, -2.9200], [-4.6202, -1.6073, 0.5171], [-2.9065, -2.0024, 0.4063], [-4.0433, -2.8882, -0.6105], [-2.2584, 2.2994, -1.6970], [-2.3461, 0.3744, -3.6769], [3.7747, -0.1508, 0.1203], [2.4226, 0.4640, -1.1207], [3.0875, 2.1626, -1.7679], [2.6771, -0.7195, -2.6387], [4.7484, -0.1401, -0.3698], [3.5271, -1.1695, 0.4134], [3.7874, 0.4906, 0.9982], [4.0717, 2.0093, -2.2103], [3.1725, 2.8695, -0.9446], [2.3956, 2.5540, -2.5103], [3.6187, -0.4829, -3.1342], [1.8551, -0.6120, -3.3427], [2.7141, -1.7489, -2.2843], [2.0635, 1.7083, 2.1523], [1.3657, 2.4602, 1.4973], [0.1956, 2.0904, 0.8908], [-0.3690, 3.2251, -0.1226], [-1.6723, 3.7440, 0.1552], [-0.2516, 2.5968, -1.4561], [0.8767, 4.4175, 0.2155], [1.0131, 5.7001, -0.2732], [2.0773, 6.4467, 0.2213], [2.9446, 5.9175, 1.1718], [2.7791, 4.6264, 1.6586], [1.7243, 3.8791, 1.1666], [0.3247, 6.1073, -1.0005], [2.2289, 7.4568, -0.1336], [3.7574, 6.5278, 1.5417], [3.4443, 4.2073, 2.4012], [0.5666, -4.5533, -0.2446], [0.1575, -3.9990, 1.0395], [-0.8637, -4.7906, 1.7246], [0.2506, -2.6580, 1.2536], [0.5041, -1.8354, 0.2326], [0.0864, -2.1979, 2.5003], [-0.0967, -0.7694, 2.7458], [0.4932, -2.9859, 3.6629], [0.7006, -5.6263, -0.1224], [1.5240, -4.1367, -0.5547], [-0.1859, -4.3863, -1.0246], [-1.6084, -5.1144, 0.9938], [-1.3639, -4.1956, 2.4824], [-0.4239, -5.6699, 2.1954], [0.4003, -2.3272, -0.6482], [-0.9944, -0.3966, 2.2482], [0.7812, -0.1813, 2.4799], [-0.2658, -0.6363, 3.8129], [0.9314, -3.9285, 3.3506], [-0.3530, -3.1808, 4.3227], [1.2454, -2.4223, 4.2158]]
}

=====

{
  "formula": "C7H10FOP",
  "method": "ωB97M-V/def2-TZVPD",
  "relative_energy_ev": 3.1191,
  "multiplicity": 1,
  "total_charge": 0,
  "molar_mass_g_mol": 160.13,
  "energy_ev": -21469.476,
  "species": ["C", "C", "C", "C", "C", "C", "C", "O", "F", "P", "H", "H", "H", "H", "H", "H", "H", "H", "H", "H"],
  "positions_angstrom": [[3.8752, -0.5206, 1.3375], [3.2486, 0.0786, 0.4858], [1.5505, 0.0786, -1.3278], [0.2249, 0.4787, -0.6551], [2.5678, 0.7433, -0.4922], [-0.0591, -2.1451, 0.3182], [-3.1652, 0.1126, 0.6307], [-1.9026, -0.5185, 0.7396], [0.8441, -2.8974, -0.3649], [-1.0163, -0.9650, -0.5774], [4.4008, -1.0546, 2.0716], [1.6940, -1.0004, -1.3175], [1.5689, 0.4269, -2.3616], [0.3894, 0.7317, 0.4026], [-0.2323, 1.3422, -1.1506], [2.6814, 1.8155, -0.5743], [-0.5926, -2.7678, 1.0302], [-3.7402, -0.1869, 1.5079], [-3.7006, -0.1902, -0.2705], [-3.0524, 1.1999, 0.6288]]
}

=====

{
  "formula": "C33H34BrI2N7O4Se2V",
  "method": "ωB97M-V/def2-TZVPD",
  "multiplicity": 2,
  "total_charge": 0,
  "s_squared": 0.78,
  "molar_mass_g_mol": 1135.26,
  "energy_ev": -296017.502,
  "species": ["V", "I", "C", "C", "C", "I", "C", "O", "C", "C", "N", "C", "C", "C", "C", "C", "C", "N", "C", "H", "H", "H", "H", "H", "H", "H", "H", "H", "H", "H", "O", "C", "C", "C", "O", "C", "Se", "C", "Se", "H", "H", "H", "H", "H", "H", "H", "H", "H", "H", "Br", "C", "C", "C", "C", "C", "C", "N", "N", "C", "C", "C", "C", "O", "C", "N", "C", "C", "C", "C", "H", "H", "H", "H", "H", "H", "H", "H", "H", "N", "N", "H", "H", "H", "H"],
  "positions_angstrom": [[-0.7273, -0.8545, 0.3798], [3.0296, -5.2543, 5.6719], [1.8419, -4.1974, 4.3169], [0.8105, -4.8445, 3.6593], [0.0366, -4.1349, 2.7544], [-1.5107, -5.0856, 1.7430], [0.2822, -2.7832, 2.4956], [-0.4871, -2.1235, 1.6375], [1.3566, -2.1556, 3.1398], [1.6989, -0.7365, 2.7712], [1.8534, -0.6110, 1.3232], [3.0596, -1.2678, 0.8258], [2.8502, -2.7354, 0.5142], [3.6017, -3.7072, 1.1648], [3.3692, -5.0431, 0.8877], [2.4033, -5.3659, -0.0505], [1.7221, -4.3292, -0.6662], [1.9256, -3.0415, -0.3975], [2.1139, -2.8638, 4.0571], [0.6057, -5.8898, 3.8441], [2.6194, -0.4543, 3.3002], [0.9100, -0.0505, 3.0802], [1.8337, 0.3654, 1.0564], [3.8711, -1.1898, 1.5623], [3.3971, -0.7523, -0.0724], [4.3324, -3.4146, 1.9079], [3.9253, -5.8164, 1.4023], [2.1784, -6.3926, -0.3045], [0.9744, -4.5511, -1.4231], [2.9455, -2.3722, 4.5478], [-5.4890, 0.4433, 3.8005], [-4.4741, 1.3950, 3.4741], [-3.3846, 0.7014, 2.6444], [-2.9033, -0.5382, 3.4157], [-3.7162, -1.6805, 3.2473], [-2.2608, 1.7299, 2.5412], [-0.7564, 1.3900, 1.3288], [-3.9890, 0.3939, 1.2759], [-3.0805, -0.8745, 0.1031], [-6.1610, 0.8674, 4.3401], [-4.0250, 1.7941, 4.3901], [-4.9025, 2.2265, 2.9032], [-2.8396, -0.2652, 4.4787], [-1.9007, -0.8098, 3.0913], [-4.6002, -1.4359, 3.5466], [-1.8277, 1.9024, 3.5280], [-2.6818, 2.6768, 2.1996], [-4.0971, 1.3276, 0.7210], [-4.9803, -0.0377, 1.4018], [0.1655, 7.5962, -0.8554], [0.7893, 6.4486, -2.2271], [0.4359, 6.7038, -3.5415], [0.9063, 5.8658, -4.5384], [1.6803, 4.7574, -4.2185], [2.0529, 4.5287, -2.8980], [1.6071, 5.3800, -1.8994], [2.1525, 3.9829, -5.3308], [2.1263, 2.7446, -5.3358], [1.5446, 2.0036, -4.2534], [2.3318, 1.0826, -3.6248], [1.8475, 0.3441, -2.5332], [0.5548, 0.5022, -2.0942], [0.0851, -0.1869, -1.0716], [-0.3213, 1.3959, -2.7968], [-1.6073, 1.4719, -2.3791], [-2.4223, 2.2444, -3.0431], [-2.0456, 2.9906, -4.1805], [-0.7518, 2.9372, -4.6038], [0.1740, 2.1354, -3.8954], [-0.1851, 7.5550, -3.7833], [0.6719, 6.0573, -5.5780], [2.6857, 3.6908, -2.6429], [1.8878, 5.2081, -0.8695], [3.3521, 0.9497, -3.9639], [2.4690, -0.3878, -2.0354], [-3.4469, 2.2895, -2.6852], [-2.7834, 3.5852, -4.7027], [-0.4331, 3.4830, -5.4815], [-0.4136, -2.4959, -2.3706], [-1.0561, -2.6597, -1.1104], [-0.4284, -3.3618, -2.8981], [0.5488, -2.2399, -2.1824], [-0.8709, -3.5590, -0.6726], [-2.0568, -2.5972, -1.2636]]
}